ORCA calculation (ωB97M-V with the def2-TZVPD basis set) on a cluster of 7 separate species, C38H79B2F3N3O28S6 in total.

```
159
C38H79B2F3N3O28S6 ωB97M-V with the def2-TZVPD basis set
C -5.009 -2.680 7.345
C -5.696 -3.998 7.260
O -5.162 -5.054 7.378
O -7.077 -3.962 7.112
C -7.621 -3.205 6.093
O -8.029 -2.106 6.261
C -7.676 -3.956 4.774
C -6.317 -3.916 4.117
C -5.719 -2.746 3.651
C -6.521 -1.482 3.748
O -6.139 -0.513 4.312
O -7.834 -1.518 3.260
C -8.107 -1.930 1.991
F -7.896 -3.247 1.836
F -9.355 -1.678 1.743
F -7.337 -1.321 1.093
C -4.423 -2.703 3.163
B -3.727 -1.345 2.633
N -4.408 -0.267 1.963
O -2.396 -1.180 2.832
C -3.723 -3.915 3.147
O -2.495 -3.979 2.666
C -2.390 -4.670 1.348
C -1.995 -3.759 0.204
C -3.240 -3.191 -0.477
C -0.958 -2.680 0.540
C 0.143 -2.532 -0.541
C 0.093 -1.178 -1.273
C 1.520 -2.731 0.092
N -4.292 -5.068 3.582
C -3.547 -6.353 3.635
C -3.316 -6.789 5.073
N -2.277 -5.958 5.673
C -5.588 -5.078 4.008
O -6.105 -6.256 4.346
B -6.887 -6.968 3.393
O -6.231 -7.651 2.414
O -8.250 -6.977 3.497
H -5.176 -2.274 8.339
H -5.388 -1.953 6.634
H -3.951 -2.859 7.204
H -8.462 -3.516 4.174
H -7.951 -4.977 5.007
H -5.308 -0.464 1.564
H -4.503 0.560 2.541
H -2.172 -0.311 2.477
H -1.660 -5.458 1.481
H -3.363 -5.109 1.137
H -1.523 -4.425 -0.515
H -3.696 -3.979 -1.073
H -3.010 -2.395 -1.174
H -3.999 -2.868 0.236
H -0.497 -2.846 1.508
H -1.477 -1.728 0.578
H 0.023 -3.319 -1.282
H -0.734 -0.549 -0.957
H 1.019 -0.639 -1.130
H 0.002 -1.325 -2.345
H 1.649 -3.764 0.405
H 1.603 -2.124 0.990
H 2.315 -2.463 -0.595
H -2.593 -6.245 3.146
H -4.119 -7.108 3.117
H -3.034 -7.842 5.044
H -4.212 -6.645 5.651
H -1.358 -6.234 5.348
H -2.260 -6.086 6.676
H -6.542 -8.561 2.338
H -8.663 -6.199 3.109
O -5.179 -2.251 -2.735
S -6.429 -2.768 -3.209
O -6.474 -3.472 -4.449
O -7.496 -1.603 -3.201
C -7.168 -0.379 -3.914
C -7.261 -0.526 -5.417
C -7.178 -3.760 -1.964
H -6.180 -0.043 -3.599
H -7.896 0.342 -3.550
H -6.505 -1.207 -5.802
H -7.115 0.448 -5.884
H -8.238 -0.914 -5.705
H -7.156 -3.219 -1.022
H -6.589 -4.673 -1.898
H -8.196 -3.989 -2.266
O 3.061 0.980 -1.597
S 3.728 2.032 -2.307
O 4.119 1.816 -3.663
O 4.975 2.505 -1.453
C 5.948 1.510 -1.044
C 6.841 1.060 -2.181
C 2.804 3.523 -2.201
H 5.443 0.664 -0.575
H 6.546 2.010 -0.285
H 6.283 0.509 -2.935
H 7.626 0.412 -1.790
H 7.300 1.921 -2.666
H 2.520 3.692 -1.166
H 1.922 3.386 -2.822
H 3.410 4.340 -2.584
O 8.463 4.048 -0.235
S 7.905 5.151 0.488
O 7.622 6.375 -0.195
O 8.796 5.433 1.763
C 10.217 5.647 1.561
C 10.536 7.006 0.975
C 6.448 4.638 1.326
H 10.612 4.838 0.946
H 10.645 5.546 2.555
H 10.158 7.103 -0.041
H 11.616 7.146 0.954
H 10.088 7.797 1.576
H 6.652 3.712 1.857
H 5.690 4.484 0.560
H 6.143 5.425 2.010
O 3.650 7.382 -3.323
S 4.224 8.405 -4.147
O 4.636 8.076 -5.479
O 5.419 9.083 -3.372
C 6.464 8.214 -2.853
C 7.391 7.692 -3.929
C 3.163 9.804 -4.202
H 6.004 7.403 -2.290
H 7.009 8.832 -2.146
H 6.875 7.024 -4.617
H 8.205 7.140 -3.461
H 7.805 8.514 -4.513
H 2.866 10.061 -3.190
H 2.299 9.518 -4.796
H 3.694 10.624 -4.678
O 5.610 4.055 -9.212
S 4.895 4.885 -10.133
O 5.620 5.760 -11.001
O 3.797 5.702 -9.339
C 4.235 6.484 -8.194
C 4.969 7.748 -8.581
C 3.793 3.907 -11.093
H 4.835 5.850 -7.542
H 3.318 6.722 -7.662
H 5.917 7.526 -9.069
H 5.169 8.333 -7.690
H 4.374 8.341 -9.276
H 3.232 3.255 -10.431
H 4.408 3.324 -11.774
H 3.136 4.569 -11.650
O 0.186 -4.548 5.349
S 0.824 -3.496 4.614
O 1.167 -3.726 3.243
O 2.100 -3.009 5.406
C 3.086 -4.002 5.793
C 3.933 -4.481 4.634
C -0.123 -2.033 4.741
H 2.578 -4.828 6.293
H 3.698 -3.494 6.534
H 3.344 -5.036 3.907
H 4.721 -5.134 5.008
H 4.388 -3.636 4.117
H -0.373 -1.848 5.782
H -1.021 -2.208 4.154
H 0.448 -1.208 4.324
```

Values from the calculation:
Energy (eV): -177002.550
Net charge: +1

Here are the Löwdin charges for atoms 1 to 2, given in e: atom 1 (C): 0.05, atom 2 (C): -0.48

ORCA calculation (ωB97M-V with the def2-TZVPD basis set) on a cluster of 8 separate species, C38H80N8O6 in total in a non-equilibrium geometry.

```
132
C38H80N8O6 ωB97M-V with the def2-TZVPD basis set
C -0.900 -1.250 8.512
O -0.379 0.041 8.331
C -1.248 1.099 8.683
C -0.523 2.394 8.501
N -0.519 2.728 7.070
C 0.178 3.942 6.768
C 0.099 4.281 5.239
O 0.662 3.352 4.310
C 2.058 3.206 4.471
H -1.900 -1.424 8.114
H -0.733 -1.468 9.567
H -0.361 -1.886 7.811
H -1.463 0.917 9.736
H -2.208 1.018 8.174
H 0.483 2.378 8.919
H -1.080 3.136 9.073
H -0.247 1.936 6.505
H 1.230 3.873 7.046
H -0.285 4.794 7.264
H 0.556 5.249 5.032
H -0.964 4.453 5.070
H 2.504 2.691 3.620
H 2.121 2.589 5.368
H 2.602 4.141 4.601
C -2.561 -0.899 -4.063
O -3.450 -2.016 -4.011
C -3.175 -3.050 -4.953
C -3.907 -4.348 -4.555
N -4.162 -5.235 -5.698
C -2.981 -5.822 -6.400
C -3.336 -6.648 -7.654
O -4.050 -7.888 -7.417
C -4.217 -8.679 -8.576
H -3.134 -0.073 -3.641
H -2.384 -0.476 -5.052
H -1.637 -0.995 -3.493
H -2.118 -3.310 -4.899
H -3.422 -2.737 -5.967
H -4.864 -4.103 -4.094
H -3.417 -4.937 -3.779
H -4.817 -5.921 -5.352
H -2.448 -6.606 -5.863
H -2.234 -5.045 -6.563
H -2.395 -6.841 -8.170
H -3.909 -6.068 -8.378
H -3.384 -9.295 -8.915
H -4.626 -8.161 -9.443
H -4.953 -9.442 -8.322
C -3.914 -2.268 -1.029
O -3.880 -1.329 0.008
C -3.746 0.063 -0.398
C -3.756 0.957 0.828
N -2.675 0.670 1.707
C -2.696 1.386 3.008
C -1.583 0.771 3.844
O -1.847 -0.657 4.101
C -0.725 -1.272 4.709
H -2.969 -2.128 -1.554
H -4.731 -2.294 -1.751
H -3.775 -3.250 -0.577
H -4.598 0.344 -1.019
H -2.897 0.243 -1.057
H -4.726 0.796 1.299
H -3.593 1.989 0.519
H -2.625 -0.308 1.953
H -3.594 1.402 3.625
H -2.386 2.422 2.864
H -1.489 1.294 4.796
H -0.667 0.931 3.276
H -0.786 -2.357 4.623
H -0.608 -1.106 5.780
H 0.198 -1.011 4.191
C 1.387 3.926 -6.331
C 1.741 2.644 -5.627
C 1.075 2.602 -4.210
C 1.068 3.930 -3.530
N 1.105 4.929 -2.936
H 1.721 4.811 -5.790
H 0.320 4.147 -6.342
H 1.752 4.006 -7.355
H 2.809 2.787 -5.464
H 1.434 1.726 -6.128
H 1.651 1.960 -3.544
H 0.052 2.229 -4.167
C 8.611 1.891 0.619
C 8.011 0.510 0.904
C 6.908 0.538 1.928
C 5.699 1.260 1.531
N 4.816 1.914 1.218
H 7.884 2.531 0.120
H 9.407 1.704 -0.103
H 9.022 2.306 1.539
H 8.838 -0.050 1.341
H 7.604 0.041 0.008
H 7.323 1.096 2.767
H 6.523 -0.411 2.301
C 1.594 4.399 1.161
C 0.384 3.508 1.003
C -0.999 4.187 0.781
C -1.366 5.118 1.920
N -1.662 5.795 2.824
H 1.672 4.897 2.127
H 1.564 5.217 0.441
H 2.510 3.812 1.088
H 0.300 2.935 1.926
H 0.531 2.779 0.205
H -1.754 3.458 0.486
H -0.971 4.821 -0.105
C 2.017 -0.557 2.119
C 1.753 -0.042 0.709
C 0.268 -0.095 0.293
C 0.055 0.290 -1.097
N -0.096 0.622 -2.196
H 1.505 -1.518 2.164
H 1.611 0.107 2.883
H 3.079 -0.718 2.303
H 2.332 -0.529 -0.076
H 2.105 0.979 0.566
H -0.256 0.526 1.020
H -0.149 -1.099 0.362
C 0.649 -2.850 -3.920
C 1.990 -3.406 -3.460
C 2.824 -2.339 -2.830
C 3.007 -1.185 -3.654
N 3.152 -0.247 -4.297
H 0.126 -3.621 -4.486
H 0.773 -2.028 -4.626
H 0.040 -2.492 -3.091
H 2.517 -3.860 -4.299
H 1.825 -4.120 -2.653
H 3.859 -2.667 -2.732
H 2.417 -1.991 -1.880
```

Values from the calculation:
SMILES: COCCNCCOC.COCCNCCOC.COCCNCCOC.CCCC#N.CCCC#N.CCCC#N.CCCC#N.CCCC#N
Energy above the lowest of the compared OMol25 structures with the same formula, charge and spin (eV): 3.068

Here are the Löwdin charges for atoms 1 to 2, given in e: atom 1 (C): -0.12, atom 2 (O): -0.21

> Which formula does entry 2 have?

C38H80N8O6

> Number 1 is which compound?

C38H79B2F3N3O28S6